156
Properties=species:S:1:pos:R:3 method="wB97M-V/def2-TZVPD" e_lumo_ev=-0.352 e_homo_ev=-8.98 de_lowest_kj_mol=327.2 e_tot_ha=-19062.7182 largest_force_ev_per_a=6.06 smiles="COCCNCCOC.COCCNCCOC.COCCNCCOC.O=C1OCCO1.O=C1OCCO1.O=C1OCCO1.O=C1OCCO1.O=C1OCCO1.O=C1OCCO1.BrCCBr.BrCCBr.BrCCBr" homo_lumo_gap_ev=8.6
C 18.12 36.32 2.48
O 18.04 37.77 2.75
C 17.27 38.58 1.93
C 17.12 39.85 2.74
N 16.44 39.68 3.98
C 15.73 40.87 4.41
C 16.61 42.01 4.88
O 17.00 41.73 6.28
C 17.93 42.60 6.90
H 17.14 35.97 2.19
H 18.45 35.71 3.32
H 18.83 36.10 1.68
H 16.26 38.21 1.78
H 17.63 38.74 0.92
H 16.71 40.55 2.02
H 18.07 40.29 3.03
H 15.97 38.79 3.87
H 15.07 40.73 5.27
H 14.98 41.15 3.66
H 16.06 42.95 4.77
H 17.52 42.08 4.28
H 18.05 42.28 7.93
H 17.64 43.65 6.83
H 18.86 42.56 6.32
C 14.40 33.71 10.24
O 13.97 34.82 9.47
C 12.57 34.80 9.13
C 12.10 35.91 8.23
N 12.69 35.94 6.88
C 12.91 37.32 6.42
C 13.80 38.21 7.18
O 14.99 37.55 7.54
C 15.85 38.48 8.23
H 15.19 34.07 10.91
H 14.99 32.97 9.70
H 13.49 33.22 10.58
H 11.99 34.98 10.03
H 12.40 33.86 8.59
H 12.17 36.78 8.88
H 11.02 35.98 8.09
H 13.49 35.38 7.16
H 11.96 37.85 6.34
H 13.21 37.33 5.37
H 13.34 38.80 7.97
H 14.02 39.08 6.57
H 16.11 39.32 7.59
H 16.71 37.88 8.54
H 15.37 38.84 9.14
C 10.05 37.19 3.37
O 8.82 37.79 3.17
C 8.76 38.20 1.74
C 7.57 39.12 1.59
N 7.30 39.47 0.20
C 6.36 40.59 0.09
C 5.00 39.82 -0.13
O 4.97 38.89 -1.25
C 5.09 39.68 -2.50
H 10.18 36.18 2.98
H 10.10 36.86 4.41
H 10.84 37.91 3.17
H 8.69 37.36 1.04
H 9.64 38.81 1.54
H 7.74 40.04 2.14
H 6.69 38.69 2.07
H 6.96 38.68 -0.33
H 6.61 41.26 -0.74
H 6.39 41.23 0.97
H 4.23 40.56 -0.33
H 4.77 39.29 0.79
H 4.22 39.94 -3.11
H 5.83 39.20 -3.14
H 5.44 40.70 -2.34
Br 11.06 31.93 4.43
C 10.91 33.59 5.44
C 9.74 33.60 6.36
Br 10.00 32.52 7.98
H 11.00 34.45 4.77
H 11.79 33.66 6.06
H 8.92 33.06 5.88
H 9.45 34.62 6.63
Br 19.22 37.08 7.17
C 18.79 38.48 5.87
C 20.03 38.62 4.91
Br 21.85 38.34 5.66
H 18.64 39.43 6.40
H 17.95 38.21 5.23
H 20.00 39.49 4.25
H 20.10 37.80 4.19
Br 8.85 32.66 14.23
C 10.30 31.39 13.43
C 11.64 32.11 13.23
Br 12.96 30.85 12.29
H 9.76 31.13 12.52
H 10.40 30.51 14.06
H 12.21 32.46 14.09
H 11.33 32.94 12.59
C 13.22 31.28 7.54
C 14.55 30.48 7.37
O 14.28 29.45 6.49
C 13.02 29.20 6.53
O 12.50 28.12 6.25
O 12.39 30.20 7.15
H 13.18 32.13 6.86
H 12.97 31.79 8.47
H 14.98 30.10 8.30
H 15.28 31.11 6.86
C 16.46 34.54 6.90
C 16.51 35.29 5.63
O 16.10 34.38 4.68
C 15.39 33.37 5.30
O 14.75 32.51 4.67
O 15.61 33.42 6.64
H 15.92 35.18 7.60
H 17.51 34.35 7.12
H 17.55 35.57 5.47
H 15.89 36.19 5.57
C 17.68 32.23 10.30
C 17.01 30.92 9.91
O 17.20 30.73 8.54
C 17.88 31.78 8.08
O 18.29 31.85 6.94
O 17.96 32.75 9.00
H 18.65 32.02 10.74
H 17.08 33.00 10.79
H 16.01 30.85 10.34
H 17.56 30.08 10.33
C 8.02 39.77 6.12
C 9.53 40.07 5.89
O 9.92 39.63 7.13
C 9.11 38.57 7.53
O 9.31 37.85 8.50
O 8.08 38.56 6.83
H 7.62 39.64 5.12
H 7.46 40.44 6.77
H 9.79 41.13 5.91
H 10.08 39.52 5.13
C 15.36 42.58 11.38
C 14.78 41.22 10.89
O 13.95 41.66 9.78
C 13.85 42.94 9.68
O 13.11 43.62 8.97
O 14.80 43.49 10.46
H 16.44 42.62 11.23
H 15.21 42.92 12.41
H 14.36 40.54 11.62
H 15.50 40.70 10.25
C 10.72 37.22 12.84
C 11.42 37.60 11.57
O 12.52 38.25 12.04
C 12.67 38.07 13.35
O 13.66 38.55 13.96
O 11.69 37.38 13.84
H 10.34 36.21 12.74
H 9.80 37.80 12.93
H 10.85 38.33 10.99
H 11.68 36.76 10.92